ORCA calculation (ωB97M-V/def2-TZVPD) on 2 unconnected molecules or ions with the total composition C35H42N3O2 in a non-equilibrium geometry.

XYZ file:
```
82
C35H42N3O2 (ωB97M-V/def2-TZVPD)
C 6.66 -0.81 -1.95
O 5.93 -1.82 -1.24
C 4.59 -1.69 -1.17
C 3.90 -2.71 -0.47
C 2.67 -2.43 0.05
C 2.00 -1.22 -0.27
C 0.70 -0.96 0.32
C -0.44 -0.69 -0.43
C -1.68 -1.34 -0.23
N -2.87 -0.78 -0.49
C -4.15 -1.50 -0.35
C -4.45 -2.46 -1.51
C -5.86 -2.99 -1.49
C -6.68 -2.88 -2.62
C -8.03 -3.21 -2.54
C -8.55 -3.73 -1.35
C -7.71 -3.94 -0.25
C -6.36 -3.59 -0.33
C -5.13 -0.33 -0.33
O -6.27 -0.33 0.12
N -4.49 0.75 -0.89
C -5.15 2.03 -0.98
C -3.04 0.63 -0.87
C -2.44 1.55 0.20
C -2.49 0.90 -2.29
C 2.60 -0.33 -1.18
C 3.90 -0.54 -1.61
H 7.67 -1.22 -2.03
H 6.24 -0.63 -2.95
H 6.69 0.13 -1.37
H 4.43 -3.64 -0.26
H 2.16 -3.15 0.70
H 0.57 -1.23 1.38
H -0.34 0.04 -1.24
H -1.71 -2.36 0.17
H -4.20 -2.04 0.61
H -4.27 -1.92 -2.45
H -3.71 -3.28 -1.44
H -6.26 -2.48 -3.55
H -8.68 -3.06 -3.41
H -9.61 -3.99 -1.28
H -8.10 -4.36 0.68
H -5.69 -3.74 0.52
H -6.23 1.89 -1.02
H -4.91 2.67 -0.12
H -4.81 2.53 -1.89
H -3.01 1.47 1.13
H -1.42 1.25 0.42
H -2.44 2.59 -0.15
H -3.31 0.77 -3.02
H -2.12 1.93 -2.35
H -1.70 0.20 -2.56
H 2.07 0.57 -1.50
H 4.40 0.22 -2.22
C 4.32 3.49 3.52
N 3.75 2.41 2.71
C 2.65 2.64 1.96
C 1.93 1.76 1.18
C 1.05 2.48 0.22
C 1.22 3.99 0.57
C 2.19 4.07 1.76
C 4.58 1.27 2.51
C 4.03 -0.02 2.59
C 4.85 -1.12 2.40
C 6.19 -0.96 2.04
C 6.74 0.33 1.96
C 5.95 1.44 2.24
H 4.96 3.07 4.30
H 4.92 4.17 2.90
H 3.51 4.06 4.01
H 2.03 0.69 1.19
H 1.29 2.27 -0.83
H -0.01 2.21 0.34
H 1.62 4.53 -0.30
H 0.24 4.43 0.81
H 1.69 4.46 2.66
H 3.04 4.75 1.54
H 2.98 -0.13 2.85
H 4.44 -2.13 2.52
H 6.80 -1.83 1.80
H 7.79 0.46 1.70
H 6.38 2.45 2.23
```

Its molar mass is 536.7 g mol⁻¹. Its largest force on an atom is 2.6 eV/Å. As for the charge: +1. The spin multiplicity is 1. The electronic energy comes out at -45533.5208 eV. For the energy above the lowest of the compared OMol25 structures with the same formula, charge and spin, the calculation gives 1.9596 eV.



ORCA calculation (ωB97M-V/def2-TZVPD) on a molecular structure, C35H43AlF3N2O6 in a non-equilibrium geometry.

XYZ file:
```
90
C35H43AlF3N2O6 (ωB97M-V/def2-TZVPD)
C -1.75 -5.02 -9.28
C -2.72 -4.64 -8.10
C -2.31 -5.48 -6.83
C -1.64 -4.57 -5.75
O -2.43 -4.73 -4.52
N -1.61 -4.50 -3.45
C -1.12 -5.67 -2.77
O -1.05 -6.78 -3.19
C -0.73 -5.09 -1.41
C 0.03 -5.59 -0.39
O 0.58 -6.86 -0.48
C -0.26 -7.65 0.21
N -1.08 -8.27 0.75
C 0.26 -4.78 0.78
C -0.29 -3.48 0.92
C 0.03 -2.68 2.17
C 1.45 -1.98 2.04
C 2.11 -2.31 0.72
F 1.78 -1.59 -0.36
C 2.98 -3.32 0.51
F 3.58 -3.98 1.46
F 3.31 -3.69 -0.69
C -1.10 -3.01 -0.13
C -1.75 -1.64 -0.01
C -2.95 -1.78 1.04
O -2.94 -0.76 2.02
C -3.85 0.29 1.62
C -3.79 1.37 2.74
O -3.72 2.73 2.17
C -2.48 3.22 2.38
C -1.43 2.78 1.51
C -0.14 3.22 1.71
C 0.16 4.15 2.78
C 1.64 4.60 3.00
C 1.59 5.94 3.78
C 2.26 3.49 3.93
C 2.28 4.70 1.58
C 3.62 5.50 1.47
C 4.24 5.10 0.07
C 4.71 5.13 2.52
C 3.42 7.07 1.37
C -0.92 4.58 3.61
C -2.21 4.15 3.43
C -1.32 -3.80 -1.29
C -2.13 -3.51 -2.57
O -2.97 -2.70 -2.77
H -1.48 -6.08 -9.22
H -0.82 -4.45 -9.12
H -2.25 -4.75 -10.22
H -3.77 -4.88 -8.32
H -2.63 -3.57 -7.89
H -1.59 -6.28 -7.06
H -3.22 -5.91 -6.39
H -0.59 -4.88 -5.58
H -1.60 -3.51 -6.06
H 0.88 -5.16 1.61
H 0.01 -3.29 3.08
H -0.70 -1.86 2.30
H 1.33 -0.88 2.06
H 2.08 -2.33 2.87
H -2.23 -1.43 -0.98
H -1.05 -0.84 0.26
H -3.91 -1.90 0.53
H -2.77 -2.73 1.59
H -4.86 -0.15 1.55
H -3.49 0.70 0.66
H -4.69 1.31 3.38
H -2.91 1.17 3.37
H -1.62 2.08 0.69
H 0.61 2.83 1.03
H 1.08 5.83 4.75
H 2.62 6.25 4.05
H 1.14 6.78 3.23
H 1.60 2.60 3.89
H 3.26 3.16 3.63
H 2.22 3.83 4.98
H 1.56 5.14 0.86
H 2.50 3.67 1.23
H 5.21 5.57 -0.11
H 3.48 5.40 -0.69
H 4.27 4.00 0.02
H 4.54 5.55 3.52
H 5.67 5.53 2.15
H 4.84 4.04 2.53
H 2.31 7.25 1.31
H 3.81 7.54 2.29
H 3.93 7.47 0.46
H -0.77 5.28 4.43
H -3.02 4.47 4.08
Al 2.08 8.97 0.97
```

Its molar mass is 671.7 g mol⁻¹. Its largest force on an atom is 2.2 eV/Å. As for the charge: +3. The spin multiplicity is 1. The electronic energy comes out at -66969.1739 eV.